Density functional theory data (ωB97M-V/def2-TZVPD) for a molecular structure, C15H23Cl5GdN11O4 in a non-equilibrium geometry.

Values from the calculation:
relative energy (zero: lowest compared OMol25 entry of this formula, charge and spin)	268.2	kJ/mol
highest occupied orbital energy (alpha / beta)	-0.48519 / -0.48553	Ha
expectation value of S²	15.76

ORCA input file:
```
! wB97M-V def2-TZVPD RIJCOSX def2/J DEFGRID3
* xyz 2 8
Gd 0.1443 -0.3445 0.1320
C 2.0673 -4.2568 2.5700
O 1.4008 -4.4681 1.3064
C 0.9503 -3.4124 0.6817
O 1.0392 -2.2536 1.0965
N 0.3296 -3.7334 -0.4777
N -0.0250 -2.7013 -1.3609
H 2.1901 -5.2436 3.0004
H 1.4662 -3.6240 3.2183
H 3.0382 -3.7946 2.4056
H 0.4267 -4.6799 -0.8147
H -0.9028 -2.9450 -1.8037
H 0.6695 -2.6140 -2.1002
N -0.2013 2.2678 0.3792
C -0.8852 2.6076 1.6533
C -0.3575 3.9331 2.2485
C -1.3804 4.7611 3.0653
C -0.8525 5.2939 4.4017
N -0.5439 4.1688 5.2723
C 0.2846 4.1594 6.2961
N 0.6392 2.9781 6.8144
N 0.7726 5.2922 6.8091
C -0.7754 1.3917 2.6213
O -0.9633 1.5569 3.8278
O -0.5204 0.2688 2.0794
H 0.7749 2.5392 0.4670
H -0.5721 2.8535 -0.3617
H -1.9505 2.7088 1.4292
H -0.0294 4.5440 1.4066
H 0.5306 3.7198 2.8498
H -2.2741 4.1660 3.2689
H -1.7024 5.6201 2.4791
H -1.6164 5.9247 4.8617
H 0.0420 5.9032 4.2424
H -0.8096 3.2452 4.9051
H 0.3245 2.1341 6.3582
H 1.1884 2.9069 7.6517
H 0.4088 6.1815 6.5136
H 1.3697 5.2823 7.6178
Cl 2.6243 0.8015 1.2839
C 3.0016 0.7879 -0.4344
C 2.0032 0.2627 -1.2447
C 2.3011 0.2334 -2.5996
Cl 1.0767 -0.4144 -3.6542
C 3.4979 0.6976 -3.1319
Cl 3.7945 0.6335 -4.8164
C 4.4621 1.2294 -2.2651
Cl 5.9349 1.8289 -2.8909
C 4.2179 1.2695 -0.8898
Cl 5.3936 1.8869 0.1922
N -3.6152 -2.3165 1.9909
N -3.3190 -1.4908 0.9737
N -4.1976 -0.6735 0.4579
C -3.4689 -0.0082 -0.4307
N -2.2018 -0.4227 -0.4347
N -2.1261 -1.3923 0.4710
H -4.5878 -2.5666 2.0590
H -2.9144 -3.0073 2.1926
H -3.8593 0.7611 -1.0745
*
```

Mulliken atomic charge list, values in e, 4 entries:
1. Gd 1.0257
2. C -0.6627
3. O -0.4289
4. C 0.8992

=====

Density functional theory data (ωB97M-V/def2-TZVPD) for a molecular structure, C49H39BrCrINO2P3.

Values from the calculation:
relative energy (zero: lowest compared OMol25 entry of this formula, charge and spin)	48.8	kJ/mol
highest occupied orbital energy (alpha / beta)	-0.38106 / -0.39833	Ha
expectation value of S²	6.03

ORCA input file:
```
! wB97M-V def2-TZVPD RIJCOSX def2/J DEFGRID3
* xyz 1 5
Cr -0.5527 -0.9910 -0.3974
O -1.4858 -1.2623 -2.4581
C -0.3727 -1.8193 -2.5632
O 0.0888 -2.4859 -1.5663
C 0.6308 -1.4361 -3.5992
C 0.4871 -1.6965 -4.9497
C 1.4737 -1.2819 -5.8351
C 2.5791 -0.5867 -5.3694
C 2.7008 -0.2917 -4.0177
C 1.7360 -0.7215 -3.1134
P 1.7923 -0.2269 -1.3499
C 2.8713 -1.4196 -0.5096
C 2.9953 -1.3170 0.8762
C 3.7602 -2.2262 1.5855
C 4.3992 -3.2601 0.9145
C 4.2668 -3.3795 -0.4605
C 3.5046 -2.4636 -1.1737
C 2.7055 1.3407 -1.3442
C 3.9839 1.4518 -0.8045
C 4.6350 2.6778 -0.8000
C 4.0205 3.7964 -1.3409
C 2.7497 3.6877 -1.8916
C 2.0951 2.4687 -1.8888
H -0.3884 -2.2212 -5.3076
H 1.3747 -1.4943 -6.8909
H 3.3428 -0.2561 -6.0602
H 3.5453 0.2905 -3.6702
H 2.4968 -0.5101 1.4072
H 3.8462 -2.1376 2.6612
H 4.9949 -3.9764 1.4649
H 4.7588 -4.1874 -0.9855
H 3.3995 -2.5699 -2.2455
H 4.4843 0.5862 -0.3904
H 5.6291 2.7524 -0.3796
H 4.5314 4.7500 -1.3396
H 2.2636 4.5527 -2.3240
H 1.1070 2.3921 -2.3238
N -0.8131 -0.7097 2.7244
P -1.4043 0.3936 1.5492
C -3.1749 0.4956 1.8075
C -4.0079 0.0719 0.7782
C -5.3857 0.0761 0.9535
C -5.9237 0.5022 2.1562
C -5.0939 0.9261 3.1900
C -3.7226 0.9241 3.0183
C -0.6824 1.9850 1.9902
C 0.6490 2.0865 2.3874
C 1.2197 3.3291 2.6128
C 0.4665 4.4796 2.4330
C -0.8566 4.3856 2.0265
C -1.4316 3.1449 1.8028
P -0.5513 -2.2087 1.8745
C -2.1992 -2.9362 1.9689
C -2.9707 -2.9063 3.1288
C -4.2666 -3.3863 3.1018
C -4.7929 -3.9074 1.9231
C -4.0267 -3.9476 0.7709
C -2.7275 -3.4553 0.7906
C 0.5539 -3.1358 2.9482
C 1.1982 -4.2327 2.3795
C 2.0546 -5.0054 3.1459
C 2.2863 -4.6733 4.4738
C 1.6523 -3.5769 5.0394
C 0.7792 -2.8104 4.2827
H -0.0218 -0.3741 3.2624
H -3.5916 -0.2741 -0.1632
H -6.0299 -0.2562 0.1508
H -6.9968 0.5064 2.2946
H -5.5229 1.2566 4.1263
H -3.0749 1.2489 3.8239
H 1.2728 1.2061 2.5020
H 2.2541 3.3968 2.9215
H 0.9113 5.4499 2.6077
H -1.4466 5.2811 1.8845
H -2.4655 3.0842 1.4870
H -2.5675 -2.4822 4.0402
H -4.8747 -3.3544 3.9960
H -5.8080 -4.2815 1.9098
H -4.4349 -4.3502 -0.1464
H -2.1290 -3.4693 -0.1156
H 1.0445 -4.4751 1.3336
H 2.5506 -5.8584 2.7024
H 2.9607 -5.2726 5.0708
H 1.8271 -3.3226 6.0763
H 0.2645 -1.9776 4.7447
Br -0.3163 1.8166 -5.1219
C -0.9763 3.5124 -4.6232
C -0.8219 4.5605 -5.5240
C -1.3052 5.8186 -5.2174
C -1.9491 6.0385 -4.0079
C -2.1004 4.9987 -3.1086
C -1.6139 3.7277 -3.4084
I -1.8739 2.2242 -1.9932
H -0.3256 4.3766 -6.4663
H -1.1818 6.6247 -5.9273
H -2.3353 7.0183 -3.7633
H -2.6007 5.1649 -2.1646
*
```

Mulliken atomic charge list, values in e, 4 entries:
1. Cr 0.9379
2. O -0.6184
3. C -0.0734
4. O -0.6036

=====

Density functional theory data (ωB97M-V/def2-TZVPD) for C3H3F2NO in the gas phase in a non-equilibrium geometry.

Values from the calculation:
relative energy (zero: lowest compared OMol25 entry of this formula, charge and spin)	626.3	kJ/mol
highest occupied orbital energy (alpha / beta)	-0.32502 / -0.30661	Ha

ORCA input file:
```
! wB97M-V def2-TZVPD RIJCOSX def2/J DEFGRID3
* xyz 0 1
C -0.8594 0.3617 -0.3210
C 0.2638 1.2184 -0.0261
C -0.8515 -0.8635 0.2635
N 2.0850 -0.2959 0.2350
O 1.4256 0.7408 0.1480
F -1.9111 -1.6807 0.0790
F 1.4431 -1.4180 -0.4661
H -1.6846 0.8191 -0.8123
H 0.0774 2.3485 0.0958
H 0.0116 -1.2303 0.8042
*
```

natural (NBO) atomic charge list, values in e, 4 entries:
1. C -0.4110
2. C 0.1332
3. C 0.3167
4. N 0.1513